# 1
Entry from OMol25: a 2-piece molecular cluster, C2H5ISi overall in a non-equilibrium geometry (ωB97M-V/def2-TZVPD).

Computed properties:
LUMO level	0.36	eV
SMILES	[SiH3]I.C#C
electronic energy	-666.29482	a.u.
HOMO level	-9.68	eV
charge	0

Structure (XYZ):
```
9
Properties=species:S:1:pos:R:3:forces:R:3
C 1.59245 1.72756 0.31893 -0.56 1.01 -1.22
C 1.14056 2.76453 -0.13125 -0.48 0.45 0.16
Si -1.16825 -1.98604 0.04159 3.56 1.28 -0.21
I -1.75216 0.07761 -1.07427 -0.45 -0.10 -0.14
H -1.68626 -3.23366 -0.32601 -1.05 -1.14 -0.55
H 1.97004 0.72534 0.47367 -0.16 0.68 0.22
H 0.64021 3.72842 -0.49387 1.23 -2.13 0.86
H 0.39794 -2.05415 -0.26890 -1.61 -0.10 0.18
H -1.13453 -1.74960 1.46012 -0.49 0.04 0.71
```
Positions in Å, forces in eV/Å.

Atomic partial charges in e from the natural (NBO) method, atoms 1 to 5: -0.25 -0.25 0.65 -0.19 -0.15

=====

# 2
Entry from OMol25: a 2-piece molecular cluster, C2H5N overall in a non-equilibrium geometry (ωB97M-V/def2-TZVPD).

Computed properties:
LUMO level	1.01	eV
electronic energy	-133.85852	a.u.
HOMO level	-9.70	eV
charge	0

Structure (XYZ):
```
8
Properties=species:S:1:pos:R:3:forces:R:3
C 0.41968 0.46829 -0.05732 0.37 -0.08 0.23
C -0.88613 -0.31791 -0.04854 -2.44 1.08 2.68
N 1.44172 -0.26104 -0.00043 2.29 -0.58 0.40
H 0.56397 1.57409 -0.07768 -1.00 -0.62 -0.03
H -1.93318 0.34829 0.86474 3.19 -2.13 -3.04
H -0.74521 -1.38077 0.26018 0.37 1.14 0.88
H -1.28591 -0.58716 -1.01093 -0.64 1.23 -0.74
H 2.42505 0.15621 0.06999 -2.13 -0.04 -0.39
```
Positions in Å, forces in eV/Å.

Atomic partial charges in e from the natural (NBO) method, atoms 1 to 5: 0.09 -0.61 -0.63 0.17 0.16

=====

# 3
Entry from OMol25: C2H5N2 as an isolated structure in a non-equilibrium geometry (ωB97M-V/def2-TZVPD).

Computed properties:
LUMO level (spin up / spin down)	-5.50 / -5.50	eV
electronic energy	-188.25651	a.u.
HOMO level (spin up / spin down)	-15.88 / -15.88	eV
charge	+1

Structure (XYZ):
```
9
Properties=species:S:1:pos:R:3:forces:R:3
C -0.00781 -0.02233 -0.00277 -2.15 -0.33 -5.98
C 0.53838 0.18788 1.30019 1.03 0.17 -1.08
N 0.26215 -1.13576 0.54667 -0.63 2.62 0.29
N -0.86916 0.50397 -1.68878 0.28 -2.73 5.28
H 1.58220 0.43458 1.23560 0.33 0.08 0.83
H -0.11989 0.62219 2.00515 -0.48 -0.14 1.10
H -0.07507 -2.05681 0.74468 -0.12 -0.73 -0.17
H -0.42270 -0.02518 -2.40733 0.96 -0.17 -0.35
H -0.88810 1.49146 -1.73340 0.78 1.23 0.08
```
Positions in Å, forces in eV/Å.

Atomic partial charges in e from the natural (NBO) method, atoms 1 to 5: 0.58 -0.24 -0.46 -0.66 0.25

=====

# 4
Entry from OMol25: a 2-piece molecular cluster, C2H5N2 overall in a non-equilibrium geometry (ωB97M-V/def2-TZVPD).

Computed properties:
LUMO level	-6.08	eV
electronic energy	-188.29151	a.u.
HOMO level	-14.78	eV
charge	+1

Structure (XYZ):
```
9
Properties=species:S:1:pos:R:3:forces:R:3
C 1.11934 0.23072 0.08277 0.26 -2.12 0.37
C 0.50488 -0.94971 0.34559 1.91 1.17 2.97
N -1.84144 0.81835 -0.48806 -2.09 -0.29 -2.76
N -1.09139 0.68874 0.30595 -0.91 1.09 1.43
H 1.41999 0.93653 0.83467 -0.50 0.26 0.39
H 1.49584 0.41716 -0.86500 0.63 0.42 -1.85
H 0.50778 -1.80957 -0.28151 -0.44 -0.28 -0.67
H 0.33066 -1.06642 1.46475 -0.34 -0.40 -1.64
H -2.44566 0.73420 -1.39916 1.47 0.14 1.76
```
Positions in Å, forces in eV/Å.

Atomic partial charges in e from the natural (NBO) method, atoms 1 to 5: -0.30 -0.35 -0.11 0.32 0.23

=====

# 5
Entry from OMol25: a 2-piece molecular cluster, C2H5N2O2 overall in a non-equilibrium geometry (ωB97M-V/def2-TZVPD).

Computed properties:
LUMO level	4.26	eV
electronic energy	-339.25740	a.u.
HOMO level	-4.56	eV
charge	-1

Structure (XYZ):
```
11
Properties=species:S:1:pos:R:3:forces:R:3
N -0.44281 -1.07104 -0.57019 1.61 -0.78 -1.69
C -1.56201 -0.37166 -0.33193 -0.30 0.17 1.17
N -2.74740 -0.82724 -0.61006 0.31 1.85 -0.46
H -0.46814 -1.62031 -1.42846 -0.49 -0.20 0.53
H 0.49356 -0.62637 -0.50263 -1.13 0.33 0.89
H -1.35776 0.54032 0.28601 -0.20 -0.48 -0.76
H -3.34126 0.01932 -0.49902 -0.04 -1.05 0.31
O 3.00647 1.74806 0.16323 0.52 -0.09 0.09
C 2.36920 0.98207 0.89770 -0.60 0.41 0.06
O 1.17998 0.59191 0.73310 0.46 -0.21 0.32
H 2.87017 0.63492 1.86224 -0.13 0.05 -0.46
```
Positions in Å, forces in eV/Å.

Atomic partial charges in e from the natural (NBO) method, atoms 1 to 5: -0.82 0.29 -0.79 0.36 0.45

=====

# 6
Entry from OMol25: an isolated ion of composition C2H5N2O4 and charge +1 in a non-equilibrium geometry (ωB97M-V/def2-TZVPD).

Computed properties:
LUMO level (spin up / spin down)	-4.14 / -9.02	eV
multiplicity	3
electronic energy	-488.97197	a.u.
HOMO level (spin up / spin down)	-13.53 / -15.46	eV
charge	+1
<S²>	2.01

Structure (XYZ):
```
13
Properties=species:S:1:pos:R:3:forces:R:3
C 0.26574 0.62795 -0.43439 -1.55 2.18 -1.92
C 1.29391 0.33612 0.43375 3.08 -2.90 0.31
N -0.86720 -0.26535 -0.78954 -0.36 -1.25 0.69
N 0.45249 1.93576 -1.08465 1.18 -2.35 0.20
O 1.60721 2.31812 -1.07736 -0.38 1.13 -0.27
O -0.48727 2.42948 -1.60327 -1.95 1.26 -1.07
O -2.88001 -0.72807 -1.56884 1.19 -1.00 5.46
O -1.79346 0.05168 -1.69318 1.90 1.18 -0.22
H 1.46368 -0.77929 0.54355 0.24 1.02 -0.41
H 1.21561 0.62513 1.44527 -0.49 0.83 1.53
H 2.17431 0.97545 0.00266 -1.14 -1.63 0.87
H -0.89751 -1.22998 -0.33982 -0.40 1.41 -0.83
H -3.26895 -0.83294 -2.38072 -1.32 0.14 -4.33
```
Positions in Å, forces in eV/Å.

Atomic partial charges in e from the natural (NBO) method, atoms 1 to 5: 0.31 -0.77 -0.12 0.49 -0.34

=====

# 7
Entry from OMol25: an isolated molecule of C2H5N2OP in a non-equilibrium geometry (ωB97M-V/def2-TZVPD).

Computed properties:
LUMO level (spin up / spin down)	0.72 / -3.05	eV
multiplicity	3
electronic energy	-605.14448	a.u.
HOMO level (spin up / spin down)	-5.24 / -9.46	eV
charge	0
<S²>	2.01

Structure (XYZ):
```
11
Properties=species:S:1:pos:R:3:forces:R:3
C -0.87242 0.66138 -0.35434 0.22 -0.97 0.63
C -0.14999 -0.63316 -0.86876 -0.33 0.02 -2.56
N -0.46452 1.01193 0.89365 0.14 0.91 0.49
N 0.74716 -1.14900 0.15414 -0.26 3.46 -1.40
O -1.67248 1.27205 -0.99309 -1.05 0.65 -1.51
P 0.97400 -0.12534 1.45765 1.54 2.10 0.58
H -0.85618 -1.40416 -1.35556 0.76 1.20 1.29
H 0.49141 -0.32828 -1.81000 -1.04 -0.25 1.85
H -0.83996 1.95006 1.32370 1.03 -2.56 -1.17
H 0.56649 -1.98977 0.54288 -0.58 -3.89 0.74
H 2.07649 0.73429 1.00974 -0.43 -0.67 1.06
```
Positions in Å, forces in eV/Å.

Atomic partial charges in e from the natural (NBO) method, atoms 1 to 5: 0.63 -0.35 -0.93 -0.92 -0.59

=====

# 8
Entry from OMol25: an isolated molecule of C2H5N2P in a non-equilibrium geometry (ωB97M-V/def2-TZVPD).

Computed properties:
LUMO level	0.54	eV
SMILES	[H]/N=C/C=N/P
electronic energy	-529.98775	a.u.
HOMO level	-9.32	eV
charge	0

Structure (XYZ):
```
10
Properties=species:S:1:pos:R:3:forces:R:3
C 0.08084 -0.46242 -1.57994 -2.32 0.85 2.30
C -0.20755 -0.31383 0.05924 -2.77 -0.81 -4.61
N -0.86343 -0.44227 -2.41340 -0.48 -0.02 -0.18
N 0.75308 -0.11600 0.78965 1.64 0.01 -0.51
P 0.74140 -0.13634 2.43330 2.53 0.04 1.63
H 1.10110 -0.41684 -1.79584 1.89 -0.11 -0.35
H -1.33399 -0.37410 0.33109 1.63 0.05 -0.22
H -0.67376 -0.41520 -3.44418 0.48 -0.18 1.43
H 1.58748 1.06140 2.63435 -1.03 -0.86 -0.04
H -0.48429 0.36394 2.67085 -1.57 1.04 0.55
```
Positions in Å, forces in eV/Å.

Atomic partial charges in e from the natural (NBO) method, atoms 1 to 5: 0.10 0.12 -0.62 -0.73 0.56

=====

# 9
Entry from OMol25: an isolated molecule of C2H5N2P in a non-equilibrium geometry (ωB97M-V/def2-TZVPD).

Computed properties:
LUMO level	0.93	eV
SMILES	C1=NPNC1
electronic energy	-530.03313	a.u.
HOMO level	-9.18	eV
charge	0

Structure (XYZ):
```
10
Properties=species:S:1:pos:R:3:forces:R:3
C 0.17901 0.73753 -1.07324 0.41 -0.83 -2.83
C 0.31346 -0.38770 -0.11487 -0.36 -1.81 0.71
N -0.59289 1.66540 -0.74894 -0.54 1.17 -0.24
N -0.82911 -0.37283 0.77729 -3.05 -0.73 -0.33
P -1.44058 1.29583 0.71757 1.41 -0.66 1.25
H 0.66863 0.69462 -2.12284 -0.40 0.33 1.86
H 0.40260 -1.44492 -0.50082 0.62 1.38 0.15
H 1.08395 -0.05041 0.56933 1.24 -0.50 -0.16
H -1.58385 -1.11474 0.52339 1.74 1.97 0.45
H -0.34458 1.82106 1.62352 -1.07 -0.33 -0.86
```
Positions in Å, forces in eV/Å.

Atomic partial charges in e from the natural (NBO) method, atoms 1 to 5: 0.13 -0.33 -0.70 -0.91 0.89

=====

# 10
Entry from OMol25: an isolated ion of composition C2H5N2S2 and charge +1 in a non-equilibrium geometry (ωB97M-V/def2-TZVPD).

Computed properties:
LUMO level (spin up / spin down)	-6.27 / -7.17	eV
SMILES	[H]/N=[N+]1/CSCS1
electronic energy	-984.65303	a.u.
HOMO level (spin up / spin down)	-14.02 / -14.05	eV
charge	+1

Structure (XYZ):
```
11
Properties=species:S:1:pos:R:3:forces:R:3
C 0.28275 0.56286 -0.90382 1.41 3.79 -1.35
C -1.60409 -0.12200 0.65102 -0.33 1.71 -0.03
N 2.44999 -0.41117 0.12336 -5.61 1.48 -1.43
N 0.88015 -0.33029 0.09701 5.12 -0.99 0.02
S -1.42891 0.22928 -1.11036 -0.17 -0.72 -0.05
S -0.15169 -1.20466 1.06078 -0.45 0.92 -0.21
H 0.24776 1.68699 -0.46965 0.89 -2.44 -0.75
H 0.83715 0.60034 -1.96838 -0.95 -0.36 2.75
H -1.67571 0.86606 1.29004 0.41 -2.21 -0.93
H -2.55759 -0.64386 0.58765 0.13 -0.41 1.05
H 2.72019 -1.23354 0.64236 -0.45 -0.78 0.93
```
Positions in Å, forces in eV/Å.

Atomic partial charges in e from the natural (NBO) method, atoms 1 to 5: -0.48 -0.73 -0.12 -0.34 0.38

=====

Look up the electronic energy of the first one.
-666.29482 a.u.